[1]
# C34H84MnO18

C34H84MnO18 as an isolated structure in a non-equilibrium geometry (ωB97M-V with the def2-TZVPD basis set, the OMol25 dataset).

XYZ file:
```
137
Properties=species:S:1:pos:R:3:mulliken_spin:R:1
Mn -37.4930 -13.0824 -19.6103 4.50
O -37.7528 -14.6578 -20.3032 0.06
C -37.8678 -13.9656 -21.5345 -0.06
C -38.3789 -12.4238 -21.4437 -0.01
O -37.8303 -11.5531 -20.4457 0.19
H -38.5147 -14.6045 -22.1356 0.02
H -36.9254 -13.9675 -22.0823 0.02
H -39.4265 -12.5784 -21.1852 -0.02
H -38.3710 -12.0677 -22.4738 -0.02
C -38.2642 -15.3205 -17.7485 -0.01
O -37.4875 -14.2201 -18.1493 -0.11
C -36.0505 -14.4734 -18.1693 -0.03
C -35.2704 -13.3156 -18.7013 0.07
O -35.8630 -13.0373 -19.9751 -0.03
C -35.0845 -12.2546 -20.7969 0.10
H -39.2693 -15.1408 -18.1301 -0.02
H -38.5085 -15.5185 -16.7048 0.00
H -37.8456 -16.2327 -18.1737 0.02
H -35.8791 -15.3364 -18.8127 -0.01
H -35.7546 -14.8227 -17.1802 0.00
H -34.2397 -13.6624 -18.7771 0.02
H -35.3183 -12.4836 -17.9988 0.02
H -34.3396 -12.8421 -21.3336 0.00
H -34.5842 -11.4273 -20.2937 0.00
H -35.6019 -11.8499 -21.6668 0.00
C -34.7181 -9.6760 -25.8127 0.00
O -33.5686 -9.6359 -24.9215 0.00
C -33.3765 -10.7464 -24.0414 0.00
C -34.5567 -11.1143 -23.1607 0.01
O -35.6676 -11.7672 -23.8828 0.00
C -36.7250 -12.1355 -22.9968 0.03
H -35.6285 -9.4177 -25.2718 0.00
H -34.8682 -10.6627 -26.2509 0.00
H -34.6752 -8.9506 -26.6251 0.00
H -32.5164 -10.4170 -23.4585 0.00
H -33.0996 -11.6027 -24.6564 0.00
H -34.9043 -10.1846 -22.7103 0.00
H -34.1927 -11.8192 -22.4133 0.00
H -37.5051 -12.4467 -23.6916 0.01
H -37.0951 -11.2728 -22.4428 0.00
H -36.4613 -12.9781 -22.3576 -0.02
C -38.6522 -17.1352 -16.5465 0.00
O -39.4413 -17.3818 -17.7938 0.00
C -38.7489 -18.2700 -18.7074 0.00
C -39.4547 -18.4523 -20.0684 0.00
O -39.8647 -17.2044 -20.6575 0.00
C -38.7175 -16.4419 -21.0737 0.01
H -38.7140 -18.0604 -15.9735 0.00
H -39.1723 -16.3677 -15.9733 0.01
H -37.6310 -16.8523 -16.8019 0.00
H -38.7320 -19.2606 -18.2529 0.00
H -37.7301 -17.9314 -18.8958 0.00
H -40.3911 -18.9933 -19.9319 0.00
H -38.8079 -19.0594 -20.7019 0.00
H -39.0578 -15.6979 -21.7938 0.00
H -38.0101 -16.9933 -21.6932 0.00
H -38.2823 -15.8363 -20.2787 0.03
C -42.9020 -9.7483 -20.8915 0.00
O -41.5937 -9.1253 -20.6634 0.00
C -40.6920 -9.9847 -19.9578 0.00
C -39.2134 -9.7068 -20.3646 0.01
O -38.7372 -8.4745 -19.8465 0.00
C -37.4112 -8.0581 -20.2993 0.00
H -42.9189 -10.7817 -21.2379 0.00
H -43.3768 -9.0602 -21.5909 0.00
H -43.4591 -9.7752 -19.9550 0.00
H -40.8429 -11.0569 -20.0834 0.00
H -40.7582 -9.7313 -18.8997 0.00
H -39.1294 -9.6118 -21.4472 -0.01
H -38.5498 -10.5241 -20.0824 0.07
H -37.5189 -6.9747 -20.2453 0.00
H -37.1770 -8.4648 -21.2831 0.00
H -36.6232 -8.3568 -19.6080 0.00
C -36.0580 -18.1055 -20.7662 0.00
O -35.3647 -17.0614 -21.3611 0.00
C -36.2072 -15.9466 -21.8456 0.00
C -35.4282 -14.7507 -22.2799 0.00
O -34.1110 -15.0262 -22.7342 0.00
C -33.4795 -13.7936 -23.1516 0.00
H -36.6133 -18.7042 -21.4883 0.00
H -36.6170 -17.8237 -19.8739 0.00
H -35.3421 -18.7944 -20.3180 0.00
H -36.9432 -15.6738 -21.0893 0.00
H -36.8461 -16.2611 -22.6708 0.00
H -35.3413 -14.0197 -21.4761 0.01
H -35.9478 -14.2546 -23.0996 -0.01
H -34.0135 -13.1424 -23.8437 0.00
H -32.5823 -14.1218 -23.6764 0.00
H -33.2155 -13.3401 -22.1963 0.01
C -38.7764 -14.6990 -23.6425 0.00
O -37.4056 -14.9002 -23.9014 -0.01
C -36.8493 -14.0728 -24.9083 0.00
C -36.9933 -14.7684 -26.2661 0.00
O -36.0574 -15.8772 -26.3137 0.00
C -35.6858 -16.2020 -27.6389 0.00
H -39.0237 -15.4718 -22.9148 -0.01
H -39.3767 -14.8298 -24.5429 0.00
H -38.9065 -13.6997 -23.2270 0.01
H -35.8192 -13.8584 -24.6236 0.00
H -37.2895 -13.0757 -24.9135 0.00
H -36.7944 -14.1128 -27.1138 0.00
H -38.0063 -15.1614 -26.3529 0.00
H -35.2760 -15.3204 -28.1317 0.00
H -36.5715 -16.5028 -28.1984 0.00
H -35.0167 -17.0427 -27.8226 0.00
C -36.0617 -10.6258 -18.6941 0.08
O -36.6583 -11.9191 -18.6364 -0.08
C -37.5012 -12.0192 -17.4871 0.01
C -38.9631 -12.1453 -17.9833 -0.01
O -38.9864 -13.1644 -18.9839 -0.09
C -40.3318 -13.5557 -19.2916 0.16
H -36.8845 -9.9154 -18.7748 0.01
H -35.4228 -10.4366 -19.5567 -0.01
H -35.3394 -10.3496 -17.9259 -0.02
H -37.4070 -11.1966 -16.7781 0.00
H -37.1670 -12.9074 -16.9509 0.02
H -39.2785 -11.1441 -18.2769 -0.01
H -39.5733 -12.4835 -17.1458 0.03
H -40.3149 -14.4268 -19.9465 0.05
H -40.9452 -12.7417 -19.6778 -0.03
H -40.9045 -13.8941 -18.4281 0.01
C -41.6336 -13.9958 -24.3582 0.00
O -42.0812 -13.3202 -23.1733 0.00
C -41.0158 -12.6998 -22.4192 -0.01
C -40.6970 -11.2298 -22.8187 0.00
O -41.7495 -10.2627 -22.6463 0.00
C -42.7649 -10.3219 -23.6182 0.00
H -42.5118 -14.5527 -24.6852 0.00
H -40.7923 -14.6735 -24.2133 0.00
H -41.2898 -13.3025 -25.1257 0.00
H -40.0830 -13.2637 -22.4131 0.00
H -41.3412 -12.6630 -21.3795 0.02
H -40.2670 -11.1603 -23.8179 0.00
H -39.8739 -10.9218 -22.1739 0.00
H -43.3585 -9.4107 -23.6925 0.00
H -43.4481 -11.1398 -23.3891 0.00
H -42.4678 -10.4336 -24.6609 0.00
```

Computed properties:
- <S²>: 8.761
- Gap between HOMO and LUMO (spin up / spin down): 3.4 / 7.2 eV
- Total energy: -104744.865 eV
- Energy above the lowest of the compared OMol25 structures with the same formula, charge and spin: 40.913 eV
- Spin multiplicity: 6
- Strongest force on any atom: 16.33 eV/Å
- Net charge: 0

[2]
# C8H8N3S2

An isolated ion of composition C8H8N3S2 and charge +1 in a non-equilibrium geometry (ωB97M-V with the def2-TZVPD basis set, the OMol25 dataset).

XYZ file:
```
21
Properties=species:S:1:pos:R:3:mulliken_charge:R:1
C 3.3136 0.3650 0.4423 0.40
C -2.5377 0.9899 0.0801 -0.40
C -2.6446 0.0601 -0.9445 -0.71
C -1.3866 1.5414 0.4431 -0.71
C -1.4765 -0.3699 -1.5361 -0.68
C -0.2005 1.0140 -0.0439 0.52
C -0.2481 -0.0764 -0.9621 0.41
C 1.3587 -1.9483 -0.1469 0.05
N 3.5402 -0.3588 1.3254 -0.39
N 1.0583 1.5064 0.3294 -0.27
N 0.8219 -1.7395 1.0098 -0.20
S 1.0775 -1.1367 -1.5401 0.00
S 2.4664 1.5173 -0.5349 0.00
H -3.4320 1.3622 0.6354 0.33
H -3.5522 -0.2594 -1.3877 0.43
H -1.3379 2.3560 1.1345 0.46
H -1.5690 -0.8319 -2.4216 0.54
H 2.1096 -2.7640 -0.1473 0.38
H 1.1145 2.0033 1.1962 0.28
H 0.9714 -2.4183 1.8054 0.31
H 0.5528 -0.8126 1.2637 0.23
```

Computed properties:
- Gap between HOMO and LUMO: 8.4 eV
- Total energy: -34557.876 eV
- Energy above the lowest of the compared OMol25 structures with the same formula, charge and spin: 0.000 eV
- Strongest force on any atom: 4.00 eV/Å
- Net charge: +1

[3]
# C55H42BBiBrF2N7OP2

C55H42BBiBrF2N7OP2 as an isolated structure in a non-equilibrium geometry (ωB97M-V with the def2-TZVPD basis set, the OMol25 dataset).

XYZ file:
```
112
Properties=species:S:1:pos:R:3:mulliken_charge:R:1
Bi 16.3567 12.8419 13.0890 2.16
C 14.3716 10.2910 11.1980 -1.11
P 13.4075 11.4818 12.3014 0.82
C 12.7243 10.2995 13.5290 0.31
C 12.8793 10.4858 14.8837 -0.21
C 12.2093 9.6818 15.7886 -0.56
C 11.3659 8.6327 15.3582 -0.52
C 11.2910 8.3792 13.9666 -0.78
C 11.9646 9.1997 13.0869 -0.31
C 12.0108 11.9462 11.2109 0.40
C 12.3779 12.5982 10.0211 -0.40
C 11.5064 13.0801 9.0981 -0.90
C 10.1238 12.8784 9.4037 -0.52
C 9.7502 12.2622 10.5808 -0.95
C 10.6804 11.8550 11.5823 -0.51
C 15.5352 9.8237 11.9542 -0.04
C 15.8506 8.5083 12.1190 -1.42
C 16.8182 8.3589 13.0996 -1.35
C 17.0258 9.6323 13.5472 0.11
C 18.0169 10.0654 14.5357 -0.33
P 17.1391 10.5784 16.1718 0.15
C 18.1521 9.6189 17.3657 0.44
C 18.0046 8.2800 17.3783 -0.10
C 18.6922 7.4591 18.2793 -0.62
C 19.3963 8.0463 19.2994 -0.48
C 19.4529 9.4649 19.3781 -0.53
C 18.9137 10.2551 18.4040 -0.59
C 17.7391 12.2997 16.4387 0.61
C 18.9569 12.7444 15.9558 0.11
C 19.3450 14.0829 16.0218 -1.07
C 18.6082 15.0519 16.7424 -0.90
C 17.3656 14.6384 17.2318 -0.53
C 16.8859 13.3041 16.9798 -0.71
N 16.3227 10.5604 12.8373 0.96
H 13.7598 9.4640 10.9538 0.67
H 14.6585 10.8452 10.2632 0.54
H 13.5791 11.2849 15.2323 0.14
H 12.2657 9.8332 16.8857 0.36
H 10.7464 8.1199 16.0644 0.43
H 10.7672 7.4919 13.6597 0.43
H 11.7782 9.1295 12.0161 0.28
H 13.4540 12.6666 9.8865 0.02
H 11.8648 13.6246 8.2134 0.45
H 9.3912 13.1673 8.6574 0.44
H 8.6667 12.0854 10.6290 0.38
H 10.3624 11.5425 12.5652 0.61
H 15.4796 7.6813 11.6467 0.70
H 17.1771 7.4553 13.5613 0.50
H 18.6207 9.2496 14.8836 0.99
H 18.6230 10.9441 14.3062 -0.71
H 17.3838 7.8515 16.5314 0.31
H 18.6269 6.3352 18.2600 0.31
H 19.9764 7.5333 20.0573 0.36
H 20.0486 9.9057 20.1834 0.35
H 19.0098 11.3330 18.4180 0.34
H 19.7125 12.0695 15.4213 0.48
H 20.2295 14.4495 15.5885 0.81
H 18.9674 16.0157 16.9315 0.58
H 16.6898 15.4468 17.7442 0.20
H 15.8045 13.1314 17.2472 0.37
Br 20.4337 17.7029 6.5497 -0.20
C 20.9871 17.3818 8.3621 0.13
C 21.2009 18.4883 9.1509 -0.45
C 21.6885 18.3128 10.4541 -0.72
C 21.9645 17.0285 10.8632 0.74
C 21.8744 15.9732 9.9824 -0.30
C 21.3045 16.1472 8.7589 -0.52
N 22.7402 16.9559 12.0763 -0.40
N 22.6146 16.1117 12.9720 -0.58
C 21.5235 15.2367 12.9796 0.16
C 21.7960 13.9285 13.0187 -1.03
C 20.7586 13.0096 12.8556 -0.66
C 19.4041 13.3451 12.7446 0.73
O 18.5178 12.4448 12.5269 -0.92
C 19.1130 14.7349 12.8816 0.65
N 17.7747 15.1034 12.9796 0.02
C 17.4627 16.4062 13.1140 -0.21
C 18.4042 17.4381 13.2610 -1.72
C 19.7299 17.0394 13.1901 -0.06
C 20.1858 15.7576 13.0121 0.29
H 21.0129 19.4541 8.6788 0.40
H 21.8973 19.1036 11.1433 0.50
H 22.0881 14.9757 10.3718 0.38
H 21.1964 15.2659 8.1013 0.39
H 22.8428 13.6710 13.0901 0.43
H 21.0008 11.9518 12.8449 0.56
H 16.4231 16.6340 13.0843 0.44
H 18.2311 18.4451 13.4839 0.54
H 20.4064 17.8883 13.3797 0.43
N 5.7283 16.2283 10.9203 -0.52
C 6.7831 15.8975 11.3113 -0.13
C 8.1329 15.5679 11.6795 0.47
C 8.3686 15.0533 12.9452 -0.83
C 9.6502 14.9601 13.4029 -0.68
C 10.7439 15.3184 12.6112 1.87
C 10.5209 15.8540 11.3684 -0.61
C 9.2332 15.9822 10.8972 -0.85
N 12.0331 15.2148 13.1745 0.49
C 12.3863 14.7696 14.3810 0.04
C 13.7182 14.6446 14.4325 -0.85
N 14.2091 14.9819 13.1865 -0.30
C 13.1697 15.2904 12.4495 -0.59
H 7.6144 14.6877 13.6810 0.37
H 9.7841 14.6093 14.4028 0.25
H 11.3599 16.2813 10.8280 0.41
H 9.1316 16.3262 9.8984 0.52
H 11.5724 14.6368 15.1142 0.39
H 14.3801 14.2848 15.2885 0.11
H 13.1639 15.6469 11.3944 0.20
F 16.9188 11.9217 10.1040 -0.05
B 16.4020 12.9223 10.8120 0.56
F 15.7782 13.9448 10.1595 -0.24
```

Computed properties:
- Gap between HOMO and LUMO: 6.4 eV
- Total energy: -170765.312 eV
- Energy above the lowest of the compared OMol25 structures with the same formula, charge and spin: 2.026 eV
- Strongest force on any atom: 3.96 eV/Å
- Net charge: 0